The following is a DFT calculation (ωB97M-V/def2-TZVPD) of a cluster of 2 separate species, C5H15NO in total at a distorted geometry.

Computed properties:
SMILES = CCCN(C)C.O
multiplicity = 1
gap between HOMO and LUMO = 9.2 eV

Element x y z (Å)
1 C -0.962887 -0.481699 0.536732
2 C -0.157957 -0.326372 1.862033
3 C -0.960704 0.759046 -0.293892
4 N 0.186529 1.125163 -1.111828
5 C 0.771184 0.011350 -1.880744
6 C -0.199835 2.204625 -2.033139
7 H -1.990772 -0.729712 0.792586
8 H -0.457687 -1.294684 0.016516
9 H -0.836511 -0.315618 2.727158
10 H 0.350514 -1.251189 2.145407
11 H 0.363688 0.635849 1.856546
12 H -1.154433 1.634159 0.409911
13 H -1.948997 0.888530 -0.793873
14 H 1.809479 0.317245 -2.080797
15 H 0.209063 -0.373455 -2.745851
16 H 0.745563 -0.904957 -1.294530
17 H 0.768719 2.678843 -2.300362
18 H -0.695804 1.899341 -2.945762
19 H -0.761399 2.968135 -1.485111
20 H 2.311050 -3.003810 2.531462
21 H 0.941165 -3.464291 2.830262
22 O 1.670033 -2.976501 3.257276

Cartesian forces (eV/Å) of the 2 atoms listed first:
1.2 -0.4 1.0
-1.4 -0.2 0.5